Density functional theory data (wB97M-V/def2-TZVPD) for a molecular structure, C31H25BrN4OPPbS.

Structure (XYZ):
```
65
Properties=species:S:1:pos:R:3:forces:R:3
Pb -0.424 0.060 0.056 -0.021 -0.191 0.155
Br 2.488 -0.085 -1.137 0.232 -0.052 -0.110
S -3.754 -0.528 -2.902 -0.066 -0.052 -0.098
P -1.292 -1.537 1.962 0.284 -0.131 0.048
O 3.077 4.876 -2.399 -0.109 0.021 0.020
N 0.753 1.958 -0.721 0.192 0.061 -0.052
N 0.981 0.488 2.030 -0.016 0.136 0.243
N -0.603 -0.753 3.259 -0.063 0.244 0.134
N -0.321 -1.827 -1.297 0.173 0.100 -0.006
C -0.527 -3.127 1.744 -0.014 -0.091 0.149
C -0.643 -3.938 -3.019 0.001 -0.024 -0.007
C -5.314 -1.199 1.867 0.031 0.022 -0.017
C 1.337 -4.614 2.041 -0.022 0.054 0.003
C 1.961 1.721 -1.250 -0.041 -0.023 -0.062
C -2.309 -0.715 -2.004 -0.139 -0.108 -0.261
C 2.284 3.979 -1.852 0.149 0.075 -0.073
C -1.249 -4.136 1.104 0.019 -0.073 0.000
C 0.430 0.180 3.213 0.023 -0.147 -0.077
C -1.406 -1.873 -2.094 -0.049 0.167 0.020
C 0.873 0.737 4.413 0.046 0.072 0.069
C 0.297 3.225 -0.766 -0.028 -0.058 0.023
C 2.542 1.910 3.171 0.003 -0.012 0.126
C 0.769 -3.359 2.209 0.067 -0.040 -0.046
C 0.598 -2.803 -1.339 -0.086 -0.049 0.036
C 1.018 4.254 -1.315 -0.037 -0.017 0.008
C -3.014 -1.723 2.298 -0.109 -0.009 -0.187
C -5.683 -2.045 2.904 -0.005 -0.022 0.022
C -4.030 1.025 -2.263 -0.022 0.088 0.072
C -3.973 -1.032 1.558 -0.046 0.070 0.077
C -1.595 -2.935 -2.964 -0.015 -0.070 -0.018
C 2.771 2.661 -1.816 -0.090 0.026 0.028
C 0.616 -5.623 1.413 0.001 0.006 -0.006
C -3.060 1.422 -1.382 -0.081 -0.254 -0.193
C 2.040 1.344 2.037 -0.120 -0.047 -0.193
C 1.931 1.611 4.394 0.002 -0.004 -0.027
C 0.476 -3.873 -2.195 -0.022 0.004 -0.005
C -3.382 -2.595 3.332 -0.119 0.001 -0.036
C -0.672 -5.386 0.945 -0.011 0.044 -0.010
C -2.087 0.404 -1.258 0.063 0.413 0.167
C -4.724 -2.740 3.636 0.022 0.007 -0.014
H 2.696 5.767 -2.422 0.035 -0.028 0.000
H 3.741 2.425 -2.229 0.005 -0.007 -0.008
H -0.682 3.406 -0.341 -0.004 -0.011 0.005
H 0.606 5.254 -1.330 0.007 0.007 0.008
H -2.467 -2.963 -3.603 0.002 -0.005 -0.008
H 1.437 -2.724 -0.659 -0.024 0.020 -0.003
H -1.102 -0.805 4.141 0.110 -0.029 0.002
H 2.500 1.551 1.085 -0.041 -0.013 0.035
H -5.025 -3.402 4.436 -0.008 0.001 0.004
H -6.731 -2.171 3.144 -0.003 -0.002 0.004
H 2.292 2.049 5.315 0.003 0.005 -0.005
H -1.234 -6.183 0.477 -0.006 -0.002 -0.008
H 2.328 -4.814 2.424 0.013 0.004 -0.009
H 1.241 -4.635 -2.216 -0.005 -0.020 0.000
H -6.069 -0.669 1.304 -0.007 -0.005 0.001
H -2.640 -3.163 3.882 0.014 0.004 -0.011
H -3.681 -0.366 0.752 -0.033 -0.034 0.023
H 0.382 0.466 5.338 0.003 -0.012 0.015
H -0.770 -4.765 -3.704 0.007 -0.001 -0.007
H 1.055 -6.605 1.302 0.001 -0.013 0.005
H 3.400 2.563 3.112 0.008 0.007 0.009
H -4.905 1.579 -2.568 -0.006 0.003 -0.020
H -2.262 -3.959 0.760 -0.012 -0.001 0.014
H 1.324 -2.582 2.722 -0.011 -0.013 0.025
H -3.061 2.376 -0.878 -0.024 0.011 0.029
```
Forces are in eV/Å.

Values from the calculation:
relative energy (zero: lowest compared OMol25 entry of this formula, charge and spin)	16.63	kcal/mol
multiplicity	1
electronic energy	-4996.0546	Eh
HOMO	-16.8	eV
total charge	+3

***

Density functional theory data (wB97M-V/def2-TZVPD) for a molecular structure, C31H25ClFeNO6P2S in a non-equilibrium geometry.

Structure (XYZ):
```
68
Properties=species:S:1:pos:R:3:forces:R:3
Fe -18.239 -9.119 4.726 0.844 -0.125 0.022
Cl -11.462 -11.569 2.915 0.146 -0.083 0.005
S -20.289 -10.611 5.362 -0.442 2.952 1.802
P -18.910 -6.903 5.944 -1.010 -2.068 1.784
P -19.468 -9.123 7.705 0.262 -0.168 -0.527
O -20.580 -9.150 6.137 0.411 -1.504 -1.183
O -18.923 -10.833 5.952 -0.239 -1.382 -0.279
O -21.393 -11.473 5.671 1.222 0.062 -0.665
O -19.999 -10.179 3.986 -0.784 -0.254 -0.230
O -16.222 -9.071 5.348 1.002 -0.409 -1.080
O -17.477 -9.447 2.878 2.582 -1.628 -0.611
N -19.561 -7.431 7.608 0.829 0.587 -0.868
C -15.765 -4.032 7.488 0.369 0.095 -0.159
C -17.089 -3.854 7.829 -0.620 0.461 0.575
C -20.495 -11.347 8.931 0.070 -0.274 0.273
C -15.408 -5.074 6.653 0.736 -0.052 -0.098
C -18.061 -4.721 7.367 -0.120 0.194 0.018
C -16.785 -9.471 8.626 0.268 0.057 0.011
C -12.780 -10.079 4.792 0.129 -0.516 -0.733
C -21.523 -12.126 9.441 0.344 -0.313 -0.111
C -20.220 -5.539 4.023 -0.263 -0.106 -0.114
C -17.695 -5.752 6.519 0.445 0.131 0.007
C -15.806 -9.401 9.621 -0.139 -0.136 -0.586
C -15.170 -9.549 4.730 -1.079 -0.171 -0.558
C -18.112 -9.241 8.946 -0.297 -0.062 0.063
C -13.881 -9.490 5.350 -0.189 0.188 0.153
C -20.763 -10.055 8.519 0.162 0.614 0.385
C -20.297 -5.951 5.344 0.443 0.345 0.070
C -21.210 -4.708 3.520 0.318 0.012 -0.155
C -23.053 -10.303 9.170 -0.325 0.529 -0.038
C -22.256 -4.628 5.686 -0.095 -0.033 0.245
C -22.036 -9.524 8.633 -0.483 0.027 0.112
C -12.860 -10.799 3.571 -1.893 0.251 0.006
C -15.235 -10.211 3.392 0.138 0.654 1.938
C -18.462 -8.948 10.251 -0.131 0.180 0.651
C -16.412 -10.152 2.615 -2.594 1.329 0.554
C -22.793 -11.603 9.573 -0.286 -0.105 -0.122
C -17.484 -8.847 11.232 -0.596 -0.079 0.317
C -16.359 -5.952 6.175 -0.327 -0.084 -0.088
C -22.198 -4.224 4.364 -0.191 0.149 -0.183
C -14.093 -10.898 2.917 1.564 0.193 0.393
C -16.163 -9.116 10.929 0.566 0.097 0.142
C -21.307 -5.508 6.178 -0.299 0.056 0.157
H -13.766 -8.961 6.299 -0.275 -0.182 -0.280
H -11.810 -10.054 5.276 -0.105 0.176 0.109
H -15.392 -9.109 11.703 -0.284 0.138 -0.186
H -22.227 -8.509 8.286 -0.029 -0.237 0.038
H -14.999 -3.362 7.864 -0.124 0.005 -0.028
H -21.195 -4.437 2.474 0.000 0.143 -0.003
H -21.341 -5.856 7.204 -0.027 0.018 -0.072
H -17.800 -8.576 12.235 0.209 -0.125 0.000
H -16.531 -9.693 7.599 0.160 0.033 -0.041
H -14.103 -11.501 2.015 -0.317 0.210 -0.087
H -19.391 -5.895 3.415 -0.230 0.087 -0.140
H -19.517 -8.809 10.505 0.352 0.060 0.038
H -21.321 -13.164 9.685 -0.057 0.119 0.130
H -16.472 -10.754 1.694 0.199 0.248 0.107
H -14.366 -5.208 6.366 -0.178 -0.002 0.121
H -22.929 -3.518 3.990 -0.035 -0.108 -0.054
H -24.063 -9.892 9.254 0.357 -0.156 -0.005
H -14.767 -9.559 9.339 -0.140 -0.087 0.183
H -19.019 -6.998 8.379 -0.387 -0.277 -0.792
H -19.493 -11.761 8.864 -0.064 0.074 -0.125
H -19.107 -4.622 7.667 0.291 0.207 -0.126
H -17.392 -3.029 8.467 0.148 -0.088 0.010
H -16.083 -6.813 5.577 -0.002 0.124 -0.038
H -23.598 -12.224 9.942 0.009 0.021 0.064
H -23.041 -4.264 6.342 0.083 -0.012 -0.117
```
Forces are in eV/Å.

Values from the calculation:
relative energy (zero: lowest compared OMol25 entry of this formula, charge and spin)	11.48	kcal/mol
multiplicity	6
electronic energy	-4507.3133	Eh
HOMO (alpha / beta)	-7.0 / -8.3	eV
total charge	0

***

Density functional theory data (wB97M-V/def2-TZVPD) for a molecular structure, C31H25IrN7Se.

Structure (XYZ):
```
65
Properties=species:S:1:pos:R:3:forces:R:3
Ir 0.565 -0.002 -0.593 -0.778 0.092 0.504
Se -0.200 -0.371 2.309 0.570 -0.050 0.085
N -0.708 0.496 -1.802 0.038 0.011 -0.443
N 0.171 -2.009 -0.972 -0.167 0.100 -0.135
N 2.235 -0.529 0.369 0.244 -0.100 0.313
N 2.117 -2.913 0.186 -0.424 -0.356 -0.278
N 0.950 1.991 -0.132 -0.175 0.003 -0.143
N -4.292 -0.262 4.700 0.137 0.035 -0.046
N 3.003 1.608 1.129 -0.250 0.569 -0.084
C 0.939 -3.028 -0.540 0.428 0.074 0.219
C 0.065 2.924 -0.556 0.068 0.050 0.141
C 3.062 0.338 1.033 0.106 -0.613 -0.055
C -1.655 0.901 -2.634 0.321 -0.062 0.135
C 2.639 -1.819 0.584 0.307 0.486 0.176
C 4.136 -0.460 1.691 -0.177 0.395 -0.093
C -3.965 1.492 -3.032 -0.059 0.001 0.034
C -2.975 -1.034 2.838 0.011 -0.013 -0.047
C 5.210 -0.078 2.466 0.104 -0.024 0.071
C -2.012 0.459 4.398 0.104 -0.029 -0.061
C 2.159 3.770 0.909 0.026 0.170 0.049
C 1.998 2.410 0.604 0.354 -0.296 0.127
C -1.350 -3.600 -1.946 -0.049 0.103 -0.029
C 5.769 -2.428 2.681 -0.059 -0.015 -0.043
C -1.370 1.173 -4.002 -0.097 0.052 -0.100
C -0.560 -4.655 -1.506 0.081 -0.065 0.049
C -3.271 0.776 -0.703 0.003 0.010 -0.020
C 0.037 0.993 -4.492 -0.002 0.006 -0.016
C 6.033 -1.088 2.959 -0.046 0.052 -0.029
C -3.218 0.442 5.075 -0.104 -0.036 0.021
C 1.255 4.703 0.476 0.087 0.017 0.060
C 0.580 -4.357 -0.808 -0.053 -0.172 -0.031
C 0.176 4.264 -0.281 -0.079 -0.062 -0.066
C -2.398 1.594 -4.829 0.079 -0.016 -0.025
C -2.987 1.069 -2.150 -0.069 0.017 -0.021
C 4.675 -2.797 1.901 0.101 -0.049 0.066
C 3.876 -1.785 1.416 -0.298 -0.227 -0.225
C -1.849 -0.308 3.238 -0.237 0.062 -0.250
C -0.953 -2.317 -1.662 0.032 -0.127 0.101
C -3.702 1.761 -4.373 0.051 -0.030 0.081
C -4.140 -0.978 3.584 -0.023 0.010 0.019
H -1.539 -1.473 -1.983 -0.003 0.027 -0.016
H 0.740 1.624 -3.940 -0.022 0.010 0.006
H -5.008 -1.550 3.265 0.004 0.008 0.003
H 4.447 -3.832 1.684 0.010 0.011 0.005
H -2.163 1.797 -5.870 -0.005 -0.002 0.013
H -0.760 2.548 -1.134 -0.021 -0.011 -0.018
H -2.932 -1.644 1.945 -0.007 -0.016 0.011
H 0.385 -0.034 -4.343 -0.023 -0.004 0.004
H 1.379 5.750 0.723 0.000 -0.012 -0.005
H -0.581 4.941 -0.652 0.002 -0.003 0.002
H -4.975 1.614 -2.649 0.011 0.000 -0.008
H -3.014 -0.254 -0.436 -0.023 -0.002 -0.020
H -4.325 0.940 -0.475 0.003 -0.003 0.010
H 1.244 -5.119 -0.426 -0.017 -0.001 -0.013
H -2.669 1.394 -0.030 -0.013 0.017 -0.010
H 6.423 -3.192 3.084 -0.002 0.000 -0.002
H -3.333 1.033 5.979 0.007 0.002 -0.005
H -0.836 -5.684 -1.702 0.004 0.010 0.000
H 3.022 4.028 1.505 -0.016 0.011 -0.010
H 0.109 1.235 -5.554 0.005 -0.002 0.003
H -2.265 -3.757 -2.499 0.002 -0.001 0.004
H 5.390 0.967 2.681 0.006 -0.015 0.001
H -1.189 1.062 4.759 -0.012 0.003 0.027
H 6.887 -0.833 3.574 -0.002 0.002 -0.002
H -4.487 2.090 -5.040 0.005 -0.002 0.006
```
Forces are in eV/Å.

Values from the calculation:
relative energy (zero: lowest compared OMol25 entry of this formula, charge and spin)	24.16	kcal/mol
multiplicity	1
electronic energy	-4085.4716	Eh
HOMO	-3.6	eV
total charge	-1

***

Density functional theory data (wB97M-V/def2-TZVPD) for 2 unconnected molecules or ions with the total composition C31H25N4O4 in a non-equilibrium geometry.

Structure (XYZ):
```
64
Properties=species:S:1:pos:R:3:forces:R:3
O 4.488 4.985 4.083 0.735 -1.359 1.590
O 5.886 3.279 4.737 -1.008 0.647 0.332
O 3.919 3.701 8.566 -0.377 1.612 -0.710
O 2.924 5.741 8.141 0.192 -0.891 -0.349
N -0.352 0.434 3.049 -1.745 0.607 -0.833
N 1.286 3.471 3.009 -0.302 -1.292 0.131
N 3.913 3.474 5.839 1.039 0.091 3.460
N 3.157 4.305 6.397 2.249 2.303 -2.026
C -4.562 -1.693 2.095 0.396 0.401 -0.047
C 2.650 5.990 9.548 0.164 0.051 0.234
C 1.766 -3.286 2.267 -0.060 -0.177 0.197
C -0.140 -4.408 3.252 0.281 0.452 -0.027
C 1.780 8.307 9.048 0.088 0.045 0.265
C 8.146 3.453 3.788 0.294 -0.094 0.194
C -5.220 -0.517 2.491 0.161 -0.294 0.016
C -3.075 0.495 2.989 -0.947 0.025 0.137
C 10.919 3.322 4.131 -0.235 -0.237 -0.123
C 10.231 4.481 4.499 -0.244 -0.100 -0.064
C -2.402 -0.691 2.657 -0.037 0.050 -0.519
C 8.845 4.539 4.334 -0.035 -0.173 -0.169
C 4.758 4.040 4.801 -1.536 0.613 -3.474
C -0.216 -2.001 2.820 -0.129 -0.045 0.607
C 0.784 0.956 3.368 1.168 -0.780 0.154
C -0.947 -0.717 2.845 0.806 -0.262 0.322
C -4.467 0.582 2.919 0.352 -0.357 -0.236
C -3.163 -1.762 2.116 -0.146 0.278 0.267
C -0.802 -3.182 3.334 0.342 -0.277 -0.223
C 3.419 8.084 10.811 -0.424 -0.269 -0.463
C 1.016 2.342 3.166 0.266 1.359 0.269
C 8.846 2.298 3.421 -0.051 0.345 0.007
C 10.231 2.229 3.588 -0.184 0.213 -0.020
C 2.521 10.272 10.261 0.002 -0.583 0.078
C 2.631 7.490 9.806 0.105 0.363 -0.094
C 1.097 -2.062 2.323 -0.110 -0.686 -0.094
C 1.165 -4.462 2.737 -0.253 -0.019 -0.055
C 6.667 3.528 3.531 -0.206 0.175 0.086
C 3.362 9.465 11.037 -0.231 -0.343 -0.194
C 1.715 9.686 9.284 0.106 -0.466 -0.024
C 3.406 4.511 7.823 -1.647 -2.613 1.627
H 1.009 10.285 8.713 0.230 -0.037 0.060
H 10.771 5.349 4.889 -0.191 -0.372 -0.092
H -2.490 1.348 3.316 -0.043 -0.198 0.022
H 2.471 11.339 10.434 0.021 -0.036 0.036
H 1.157 7.840 8.281 0.159 0.228 0.178
H 1.642 0.372 3.726 0.064 0.134 -0.253
H 1.572 -1.162 1.941 -0.127 -0.136 0.082
H 8.285 5.440 4.597 0.220 -0.213 -0.033
H 2.773 -3.336 1.846 -0.228 0.057 0.147
H -5.136 -2.558 1.754 0.121 0.288 -0.019
H -6.305 -0.465 2.450 0.132 0.002 0.057
H 3.948 9.894 11.843 0.009 0.019 -0.157
H 4.049 7.422 11.410 -0.055 0.373 -0.076
H -2.639 -2.637 1.708 -0.378 0.354 0.335
H 8.273 1.484 2.966 0.370 0.154 0.203
H 6.359 2.730 2.839 0.088 0.457 0.004
H 1.692 -5.423 2.712 -0.142 0.439 -0.102
H 6.363 4.525 3.185 0.224 -0.457 -0.233
H 3.411 5.481 10.155 -0.289 0.172 -0.129
H -0.639 -5.316 3.596 0.205 0.204 0.024
H -4.959 1.510 3.206 0.054 -0.167 -0.077
H 1.649 5.565 9.766 0.562 0.079 -0.142
H -1.790 -3.132 3.799 0.339 -0.006 -0.252
H 11.997 3.268 4.255 -0.136 0.034 -0.031
H 10.758 1.331 3.257 -0.050 0.314 0.219
```
Forces are in eV/Å.

Values from the calculation:
multiplicity	1
electronic energy	-1716.1826	Eh
HOMO	-2.7	eV
total charge	-1